{"formula": "C23H22ClN3O5Pd", "method": "ωB97M-V/def2-TZVPD", "symbols": ["C", "C", "C", "H", "H", "H", "C", "C", "C", "H", "H", "C", "H", "H", "H", "H", "H", "N", "H", "H", "C", "O", "H", "C", "H", "Pd", "N", "H", "H", "H", "O", "C", "C", "C", "C", "C", "C", "H", "H", "C", "O", "C", "Cl", "C", "H", "C", "C", "O", "O", "H", "C", "C", "H", "N", "C"], "positions_angstrom": [[1.86409, 4.66586, -1.47494], [1.46799, 2.06330, -0.53635], [4.60200, 3.01919, 1.26634], [3.44587, -0.21357, -0.91690], [-1.56129, -3.59917, -4.01692], [-1.64733, -0.55779, 1.77587], [-4.68440, -0.33884, 0.28671], [4.89924, 0.31147, 1.66900], [-3.57119, -3.40090, -0.52969], [3.19795, -1.07589, 0.45933], [6.42458, 0.81891, 3.08493], [2.89418, 3.96909, -0.87315], [6.15337, 3.26287, 2.71493], [2.04175, 5.65559, -1.87497], [-2.12333, -4.58291, -2.66610], [-0.36841, -1.41244, -2.96237], [-2.92797, 0.52857, 3.61374], [3.14015, -0.14164, 0.05155], [-6.45655, 0.44765, 1.19026], [-0.55258, 2.33339, -1.18617], [5.55009, 2.55482, 2.16240], [1.07324, -4.37482, 0.94439], [-0.22906, 4.63492, -1.95900], [0.41708, 2.79194, -1.08462], [-4.25528, -3.03002, 0.22853], [1.13316, 0.15499, -0.11343], [-2.58442, -1.20251, -0.57832], [4.98887, -0.75825, 1.81779], [-3.29527, -3.71421, -3.66688], [-5.15539, -0.57643, -0.65873], [1.70614, -2.16668, 1.55564], [-3.41920, 0.28580, 2.68093], [0.60606, 4.09005, -1.53703], [-1.45976, -0.71807, -1.15088], [2.71096, 2.68661, -0.33998], [-2.16937, -2.47973, -2.32926], [5.70060, 1.19227, 2.37364], [3.86987, 4.43290, -0.80855], [4.46554, 4.08672, 1.16652], [-3.33533, -0.61006, 0.46935], [-0.85276, 0.29748, -0.71113], [3.96475, 0.79172, 0.76543], [0.99200, -2.99559, 0.58887], [-2.30089, -3.66091, -3.22288], [-5.33338, 1.01484, 3.31839], [-2.69412, -0.31151, 1.66167], [-1.20705, -1.52585, -2.29873], [-0.38978, -2.56059, 0.55199], [1.59574, -2.76382, -0.71802], [-4.11864, -4.06561, -1.19265], [-4.77043, 0.55656, 2.51607], [-5.40342, 0.23736, 1.32203], [-2.74461, -3.92825, -0.04924], [-3.07851, -2.26895, -1.31804], [3.78446, 2.15014, 0.53858]], "atomic_forces_ev_per_a": [[-0.0003, -0.0106, 0.0044], [0.0060, -0.2996, 0.1476], [0.0205, 0.0217, 0.0264], [-0.0198, -0.0047, -0.0026], [-0.0084, -0.0033, -0.0098], [-0.0071, 0.0040, 0.0092], [0.0183, -0.0064, -0.0171], [0.0168, -0.0555, -0.0169], [-0.0136, 0.0035, -0.0058], [-0.0226, 0.0132, 0.0421], [0.0015, -0.0036, -0.0008], [-0.0106, 0.0176, -0.0178], [0.0025, -0.0045, 0.0024], [-0.0056, 0.0016, 0.0045], [0.0073, -0.0015, -0.0059], [-0.0094, -0.0006, -0.0133], [0.0081, -0.0035, -0.0037], [0.0371, -0.1696, -0.0077], [0.0003, 0.0033, 0.0040], [-0.0194, -0.0064, 0.0121], [-0.0003, -0.0279, -0.0015], [0.0126, 0.0869, -0.0226], [0.0022, -0.0025, -0.0069], [0.0810, -0.0201, -0.2368], [-0.0190, -0.0020, -0.0162], [0.1042, 0.3807, -0.4782], [-0.1078, 0.0329, -0.0813], [0.0048, 0.0052, 0.0084], [0.0002, -0.0045, 0.0011], [-0.0025, 0.0012, 0.0013], [-0.1087, -0.0452, -0.1314], [-0.0046, -0.0005, 0.0104], [-0.0015, -0.0268, -0.0040], [0.2063, 0.0611, -0.0963], [0.0094, 0.1250, 0.1399], [-0.0377, -0.0303, 0.0146], [-0.0216, 0.0434, -0.0200], [0.0081, -0.0178, 0.0174], [-0.0256, -0.0024, -0.0209], [-0.0004, -0.0144, 0.0456], [-0.3027, -0.0353, 0.3313], [-0.0371, -0.0793, 0.0482], [0.2325, -0.0613, -0.0372], [0.0002, 0.0130, 0.0106], [0.0056, -0.0002, 0.0044], [0.0297, -0.0090, 0.0043], [0.0150, -0.0168, 0.0388], [0.0547, -0.0416, 0.0659], [-0.1602, 0.1514, 0.1844], [0.0186, -0.0108, -0.0058], [-0.0236, -0.0061, -0.0301], [0.0065, 0.0059, 0.0199], [-0.0018, 0.0142, 0.0128], [0.0398, -0.0235, 0.0328], [0.0224, 0.0624, 0.0461]], "e_above_lowest_kj_mol": 0.0, "mol_weight_g_mol": 562.3, "lumo_energy_ha": 0.0072, "gap_ev": 8.6, "energy_ha": -2017.92742}